C2H3ClO2S | ωB97M-V/def2-TZVPD

Structure (XYZ):
```
9
Properties=species:S:1:pos:R:3
C -0.495 0.720 0.757
C -1.030 -0.011 -0.167
O 3.712 -0.559 -0.575
O -1.737 0.401 -1.174
S 2.967 -0.496 0.695
Cl -0.505 -1.808 -0.348
H 0.209 0.235 1.352
H -0.671 1.736 0.914
H -2.451 -0.219 -1.454
```

Calculated values
E_HOMO (alpha / beta): -9.182 / -9.163 eV
Electronic energy: -29572.240 eV
M: 126.564 Da
ΔE to the lowest compared entry with this formula, charge and spin: 57.1 kcal/mol
SMILES: C=C(O)Cl.O=S
Largest force on an atom: 2.72 eV/A



C5H6O | ωB97M-V/def2-TZVPD

Structure (XYZ):
```
12
Properties=species:S:1:pos:R:3
C 0.206 1.018 1.728
C 1.135 -0.142 1.606
C 0.287 -0.166 0.568
C 0.449 -0.416 -0.907
C -0.814 -0.939 -1.560
O -1.196 -0.605 -2.653
H 0.613 2.022 1.586
H -0.676 0.965 2.367
H -0.646 0.641 0.655
H 1.233 -1.180 -0.994
H 0.792 0.473 -1.449
H -1.383 -1.671 -0.947
```

Calculated values
E_HOMO: -9.368 eV
Electronic energy: -7323.685 eV
M: 82.102 Da
ΔE to the lowest compared entry with this formula, charge and spin: 129.1 kcal/mol
Largest force on an atom: 0.51 eV/A